ORCA calculation (ωB97M-V/def2-TZVPD) on a structure of composition C40H66ClF3MgN4O5S3 at a distorted geometry.

XYZ file:
```
123
Properties=species:S:1:pos:R:3:forces:R:3
C -1.0708 -3.4721 1.3728 -0.17 -0.25 -0.33
C -0.7575 -4.0563 -0.0184 -0.46 -0.14 0.23
C 0.0057 -5.3774 0.0497 -0.01 0.28 0.39
C 1.5143 -5.2914 0.3778 -0.29 -0.16 -0.84
C 2.2190 -4.0089 -0.0814 -0.05 -0.18 0.52
C 2.2274 -2.8663 0.9511 0.31 -0.55 -0.34
C 3.6383 -2.3695 1.2285 0.19 0.68 -0.18
C 3.7020 -0.9310 1.7184 0.30 -0.30 0.23
C 3.0362 -0.6856 3.0682 0.19 0.09 -0.05
C 2.7932 0.8059 3.3221 -0.53 -0.42 0.32
C 1.3859 1.1119 3.8362 0.22 0.14 -0.50
C 0.3336 0.7281 2.8045 -0.64 0.47 0.62
C -1.0613 1.2968 3.1141 0.56 -0.46 -0.54
C -2.0615 0.8836 2.0274 0.53 0.55 0.09
C -1.9693 1.8268 0.8195 -0.34 -0.24 -0.12
C -2.4473 1.1590 -0.4422 -0.49 0.13 -0.15
C -1.5747 0.5530 -1.3581 -0.08 -0.11 0.08
C -0.1098 0.5086 -0.9898 -0.27 -0.13 0.10
C 0.7153 1.6728 -1.5292 -0.31 -0.62 0.09
C -2.0782 -0.0340 -2.5256 -0.19 -0.17 -0.21
C -1.0946 -0.6732 -3.4842 -0.19 0.44 -0.34
Cl -1.3707 -2.4600 -3.5540 0.15 -0.11 0.00
C -1.0140 -0.0671 -4.9113 -0.25 -0.18 0.65
C -1.4313 1.3952 -4.9739 0.10 -0.12 -0.40
C -3.4652 -0.0489 -2.7822 0.11 0.05 0.66
S -4.1903 -0.7468 -4.2525 -0.14 0.18 -0.27
C -4.3369 0.5352 -1.8466 0.69 0.01 -0.52
C -3.8167 1.1251 -0.7012 -0.29 0.02 -0.02
S -5.0201 1.8517 0.4099 0.12 0.04 0.06
C -6.2415 0.5769 0.3137 0.31 0.04 -0.21
C -6.9540 0.1021 1.4251 0.36 -0.08 -0.55
S -6.7306 0.7562 3.0310 -0.36 -0.09 0.45
C -7.8822 -0.9283 1.2402 0.03 -0.06 -0.21
C -8.0793 -1.4733 -0.0187 -0.16 0.12 -0.02
C -7.3810 -0.9928 -1.1223 0.37 0.39 0.34
C -6.4567 0.0434 -0.9584 -0.33 -0.20 0.25
N -5.7342 0.5328 -2.0467 0.07 -0.30 0.29
H -0.9210 -2.3986 1.4162 0.15 0.15 0.12
H -0.4841 -3.9717 2.1375 0.23 0.17 0.18
H -2.1145 -3.6609 1.6173 -0.11 0.01 0.11
H -1.7145 -4.2661 -0.4983 -0.04 0.05 -0.20
H -0.2744 -3.3234 -0.6576 0.21 0.06 -0.06
H -0.1636 -5.9469 -0.8618 0.15 0.04 -0.24
H -0.4653 -5.9532 0.8482 -0.07 -0.25 -0.02
H 1.9863 -6.1239 -0.1361 0.05 -0.24 0.12
H 1.6698 -5.4791 1.4363 0.20 0.19 0.19
H 3.2575 -4.2854 -0.2972 0.24 0.08 -0.07
H 1.7998 -3.6681 -1.0241 -0.17 0.03 -0.18
H 1.5837 -2.0593 0.6014 -0.01 0.24 0.13
H 1.8149 -3.2697 1.8726 -0.26 0.13 0.17
H 4.2130 -2.4156 0.3018 0.00 -0.08 -0.20
H 4.1682 -3.0077 1.9365 -0.12 -0.26 0.09
H 4.7522 -0.6649 1.8414 0.12 0.20 -0.16
H 3.3093 -0.2667 0.9465 -0.23 0.06 -0.02
H 2.1165 -1.2607 3.1678 -0.17 -0.01 -0.13
H 3.7097 -1.0762 3.8305 -0.01 -0.12 0.17
H 2.9096 1.3353 2.3806 0.19 0.21 -0.07
H 3.5361 1.1838 4.0113 0.18 0.25 0.00
H 1.3164 2.1930 3.9723 -0.05 0.11 0.24
H 1.1982 0.6406 4.7993 -0.07 -0.11 0.13
H 0.2352 -0.3506 2.7048 0.21 -0.17 -0.23
H 0.6305 1.1835 1.8603 0.24 -0.29 -0.26
H -1.4009 0.9520 4.0861 -0.01 0.11 0.25
H -0.9328 2.3777 3.1047 -0.39 0.23 0.34
H -1.8124 -0.1099 1.6594 -0.16 -0.34 0.24
H -3.0575 0.8859 2.4514 -0.37 -0.18 -0.17
H -0.9463 2.1695 0.7280 0.07 0.07 -0.20
H -2.5747 2.7166 0.9653 0.02 0.15 0.23
H -0.0651 0.4786 0.0942 0.18 -0.04 0.05
H 0.3189 -0.4345 -1.3138 0.13 -0.19 0.04
H 0.2888 2.6270 -1.2456 0.09 0.25 0.01
H 0.7384 1.5971 -2.6128 0.15 0.22 -0.21
H 1.7244 1.5779 -1.1416 0.24 0.24 -0.03
H -0.1066 -0.5941 -3.0678 0.12 -0.01 0.17
H 0.0212 -0.1615 -5.2257 0.08 -0.16 -0.17
H -1.6413 -0.6706 -5.5528 -0.01 -0.03 -0.35
H -1.0173 1.9749 -4.1575 -0.02 0.15 0.20
H -2.5114 1.4963 -4.9968 -0.16 0.08 0.24
H -1.0701 1.8325 -5.9010 0.10 0.07 -0.11
H -4.0821 -2.0561 -3.9906 0.18 -0.02 0.17
H -5.4586 1.1546 2.9198 0.09 0.04 -0.26
H -8.4240 -1.3182 2.0871 -0.05 -0.03 0.09
H -8.7786 -2.2887 -0.1591 -0.18 0.01 0.14
H -7.5198 -1.3701 -2.1300 -0.47 0.35 -0.16
H -5.9536 0.0229 -2.8937 -0.03 0.13 -0.17
C 0.2492 8.5732 -0.7426 -0.13 -0.18 -0.02
C 1.4898 7.6935 -0.8159 0.29 0.27 -0.27
O 1.6625 6.7938 0.2680 -0.66 0.14 0.45
C 0.9649 5.5499 0.2588 0.67 0.31 -0.57
O 1.0465 4.8623 -0.8440 -0.25 -0.20 0.17
C -0.5290 5.6810 0.7162 -0.08 0.22 0.30
F -0.6728 6.6037 1.6810 -0.03 -0.05 -0.07
F -0.9282 4.5042 1.2392 0.07 0.07 -0.01
F -1.3830 5.9787 -0.2656 0.03 -0.01 -0.06
H 0.0856 8.9266 0.2752 0.06 0.06 0.01
H 0.3727 9.4353 -1.4004 0.07 0.01 0.03
H -0.6454 8.0487 -1.0681 -0.04 -0.03 0.03
H 2.3641 8.3454 -0.7625 0.06 -0.07 0.04
H 1.5534 7.1679 -1.7722 -0.12 -0.14 0.06
H 1.4161 5.0648 1.1606 -0.03 -0.21 -0.02
C 2.3034 -9.4255 -0.2958 0.02 -0.05 -0.08
O 2.0873 -8.6376 0.6046 -0.04 0.01 0.04
N 3.5047 -10.0652 -0.4415 -0.03 -0.01 0.02
N 1.3615 -9.7366 -1.2421 0.02 0.00 0.03
H 3.6983 -10.7144 -1.1789 0.00 0.00 -0.01
H 4.2185 -9.8592 0.2312 0.00 0.02 0.01
H 0.4698 -9.2857 -1.1664 0.00 0.02 0.01
H 1.5240 -10.3814 -1.9909 0.01 0.00 -0.01
Mg -6.9256 -3.4360 -1.9816 0.38 -0.45 0.08
C 6.6325 3.4732 0.8644 0.05 -0.06 0.03
C 5.3222 3.2683 1.5871 -0.16 -0.01 0.02
O 5.2296 2.5445 2.5672 0.16 0.10 -0.04
N 4.2359 3.9261 1.1022 0.21 -0.03 -0.10
C 4.1542 4.8204 -0.0434 -0.07 -0.04 0.21
H 7.3954 2.8872 1.3671 -0.04 -0.03 0.05
H 6.5585 3.1406 -0.1716 0.02 0.09 -0.03
H 6.9238 4.5238 0.8850 -0.01 0.00 -0.10
H 3.3947 3.7536 1.6301 -0.01 0.02 0.00
H 3.8161 5.8074 0.2758 0.04 -0.06 -0.10
H 3.4376 4.4376 -0.7736 -0.01 0.06 -0.01
H 5.1231 4.9208 -0.5204 0.07 -0.06 0.02
O 4.1251 -3.1202 -2.0727 -0.04 -0.02 0.14
H 3.3143 -3.0007 -2.5920 -0.02 -0.04 0.03
```
Positions in Å, forces in eV/Å.

Results
Charge = 0
DFT total energy = -4313.15018 a.u.
Spin multiplicity = 1
Kohn-Sham gap = 0.048 Ha
Relative energy (zero: lowest compared OMol25 entry of this formula, charge and spin) = 0.0 kJ/mol
Max |F| = 1.0 eV Å⁻¹